1.
DFT (ωB97M-V/def2-TZVPD) results for C19H28NO4Sn as an isolated structure.

```
53
Properties=species:S:1:pos:R:3:nbo_charge:R:1
O 0.3614 0.1978 -4.1138 -0.542
C 0.2555 1.4966 -4.8014 -0.059
C 0.0563 0.8763 -6.1872 -0.462
H 1.1792 2.0610 -4.6813 0.180
H -0.5937 2.0734 -4.4450 0.182
C 0.2320 -0.4475 -5.4199 0.266
H 0.8614 1.0747 -6.8990 0.207
H -0.9449 0.9981 -6.6203 0.208
C 1.4752 -1.1590 -5.8991 -0.623
H 2.3307 -0.4844 -5.8971 0.210
H 1.3045 -1.5188 -6.9237 0.208
H 1.7221 -2.0248 -5.2771 0.217
C -0.9717 -1.3460 -5.5645 -0.624
H -1.8931 -0.8325 -5.2971 0.214
H -0.8850 -2.2519 -4.9561 0.218
H -1.0477 -1.6645 -6.6119 0.207
Sn 0.0775 0.0265 3.3346 1.198
C -2.3663 -0.5422 4.7701 -0.277
C -1.6677 0.7054 4.8138 -0.418
C -1.8169 1.3322 3.4921 -0.508
H -1.2600 1.2088 5.6876 0.244
C -2.5179 0.3894 2.6573 -0.312
C -2.8596 -0.7319 3.4584 -0.300
H -3.4554 -1.5863 3.1198 0.196
H -2.5353 -1.1846 5.6365 0.206
H -1.6647 2.3890 3.2822 0.234
H -2.8095 0.5879 1.6316 0.199
C 1.2654 -1.9542 5.1193 -0.285
C 0.6309 -2.8604 4.2347 -0.300
C 0.9483 -2.5136 2.9041 -0.289
H 0.0620 -3.7400 4.5412 0.201
C 1.8322 -1.3633 2.9389 -0.523
C 2.0046 -1.0047 4.3491 -0.416
H 2.7539 -0.3043 4.7115 0.234
H 1.2745 -2.0170 6.2110 0.206
H 0.6875 -3.0580 1.9965 0.203
H 2.4522 -0.9891 2.1208 0.234
O 0.2715 0.7038 1.0261 -0.569
C -0.0556 -0.2749 0.0049 -0.071
C -0.3353 0.5364 -1.2331 -0.438
H -0.9282 -0.8714 0.3353 0.213
H 0.8144 -0.9318 -0.1185 0.175
C 0.5097 1.8078 -1.0410 -0.431
H -1.4041 0.8095 -1.2526 0.191
H -0.0749 0.0212 -2.1548 0.253
C 0.4879 2.0284 0.4528 -0.066
H 0.1083 2.6456 -1.6074 0.204
H 1.5478 1.6130 -1.3852 0.197
H -0.3519 2.6609 0.7640 0.181
H 1.4320 2.4399 0.8552 0.206
O 1.4962 3.0355 5.3823 -0.385
N 0.8343 2.1410 4.9295 0.336
O 1.1698 1.7973 3.6262 -0.732
```

Its net charge is -1. For the energy above the lowest of the compared OMol25 structures with the same formula, charge and spin, the calculation gives 0.519 eV. The calculation puts the highest occupied orbital energy at -1.73 eV.

***

2.
DFT (ωB97M-V/def2-TZVPD) results for C34H31CrN3O9S2 as an isolated structure.

```
80
Properties=species:S:1:pos:R:3:mulliken_spin:R:1
Cr 0.3712 0.7174 0.3052 3.024
O -1.7720 -1.0265 3.4538 0.002
C -1.3074 -0.6835 2.2746 0.009
O -0.1700 -0.8701 1.8788 0.001
C -2.3062 -0.1042 1.3231 0.033
C -3.6697 -0.3100 1.3164 -0.006
C -4.3509 -0.0244 0.1331 0.010
C -3.6479 0.3403 -1.0078 -0.001
C -2.2799 0.5247 -0.8954 0.016
N -1.6689 0.4155 0.2752 -0.074
C -1.2546 0.5780 -1.9916 0.002
O -1.5841 0.6887 -3.2477 0.004
O -0.0911 0.3340 -1.6728 -0.054
H -1.0504 -1.4182 3.9766 -0.001
H -4.1699 -0.7277 2.1772 0.000
H -5.4206 -0.1700 0.0810 0.000
H -4.1518 0.4210 -1.9604 0.000
H -2.4480 1.1098 -3.3596 -0.001
C -3.8932 6.3062 3.2605 0.000
C -3.0275 5.6422 2.2283 0.000
C -2.6065 6.3280 1.0949 0.000
C -1.7809 5.7279 0.1555 0.002
C -1.3813 4.4143 0.3450 0.005
C -1.7845 3.7115 1.4742 0.022
C -2.5985 4.3270 2.4066 0.000
S -0.4136 3.6420 -0.9191 0.033
O -1.3304 2.8404 -1.7217 0.003
O 0.3016 4.6926 -1.5800 -0.009
N 0.5944 2.6310 -0.1892 0.000
C 1.4835 3.3133 0.7646 -0.002
C 1.6281 2.4760 2.0244 0.006
O 2.3062 2.8098 2.9565 0.011
O 0.9453 1.3412 1.9931 -0.025
H -4.3115 7.2380 2.8858 0.000
H -3.3159 6.5354 4.1574 0.000
H -4.7156 5.6558 3.5585 0.000
H -2.9193 7.3533 0.9481 0.000
H -1.4419 6.2704 -0.7148 0.000
H -1.4220 2.7055 1.6527 -0.007
H -2.8936 3.7886 3.2985 0.000
H 1.0996 4.2898 1.0681 -0.002
H 2.4711 3.5018 0.3340 0.001
N 2.3952 0.4541 -0.2986 -0.027
C 3.3314 -0.2931 0.5130 -0.009
C 4.5669 0.2646 0.7980 -0.005
C 5.4675 -0.4333 1.5880 0.002
C 5.1360 -1.6875 2.0780 -0.003
C 3.8931 -2.2342 1.7899 0.007
C 2.9811 -1.5334 1.0168 0.013
H 2.7733 1.3787 -0.4917 0.009
H 2.2771 0.0106 -1.2124 0.000
H 4.8244 1.2454 0.4169 0.000
H 6.4283 0.0053 1.8157 0.000
H 5.8390 -2.2312 2.6924 0.000
H 3.6213 -3.2029 2.1857 0.000
H 1.9966 -1.9472 0.8260 -0.013
O -1.5757 -2.3290 -1.0299 0.002
S -0.1110 -2.6197 -0.9084 0.024
C 0.0767 -4.3620 -0.5528 0.006
C -1.0548 -5.1573 -0.5507 0.000
C -0.9169 -6.5094 -0.2643 0.000
C 0.3315 -7.0382 0.0217 0.000
C 1.4551 -6.2203 0.0303 0.000
C 1.3325 -4.8704 -0.2511 0.004
C 0.6020 -2.5657 -2.5452 -0.007
C -0.2277 -2.6688 -3.6471 -0.001
C 0.3367 -2.5929 -4.9125 0.000
C 1.7044 -2.4121 -5.0590 0.000
C 2.5225 -2.3049 -3.9419 0.000
C 1.9698 -2.3732 -2.6721 0.000
H -2.0171 -4.7180 -0.7752 0.000
H -1.7885 -7.1488 -0.2658 0.000
H 0.4325 -8.0914 0.2431 0.000
H 2.4269 -6.6348 0.2597 0.000
H 2.2058 -4.2304 -0.2416 0.000
H -1.2918 -2.8021 -3.5062 0.000
H -0.2938 -2.6764 -5.7870 0.000
H 2.1366 -2.3523 -6.0484 0.000
H 3.5878 -2.1620 -4.0592 0.000
H 2.6041 -2.2927 -1.7958 -0.001
```

Its net charge is +1. The calculation puts the highest occupied orbital energy (alpha / beta) at -11.45 / -11.50 eV. Its multiplicity is 4.

***

3.
DFT (ωB97M-V/def2-TZVPD) results for one molecule with the formula C4H6BrNS.

```
13
Properties=species:S:1:pos:R:3:nbo_charge:R:1
C -1.2179 1.6304 1.0336 -0.661
C -0.4792 0.5349 0.3466 0.192
N 0.3594 0.7831 -0.5398 -0.494
C 1.0923 -0.3545 -0.9381 -0.046
Br 2.7948 -0.3443 0.1888 -0.069
C 0.2949 -1.6308 -0.6179 -0.618
S -0.8682 -1.1663 0.6916 0.244
H -0.5288 1.8522 1.8177 0.247
H -2.2362 1.2029 1.3667 0.217
H -1.5854 2.3969 0.4364 0.245
H 1.3660 -0.3461 -2.0880 0.240
H -0.0983 -2.2174 -1.4891 0.246
H 1.1064 -2.3410 -0.2085 0.257
```

Its net charge is 0. For the energy above the lowest of the compared OMol25 structures with the same formula, charge and spin, the calculation gives 0.729 eV. The calculation puts the highest occupied orbital energy at -9.21 eV.

***

4.
DFT (ωB97M-V/def2-TZVPD) results for one molecule with the formula C4H6N4.

```
14
Properties=species:S:1:pos:R:3:nbo_charge:R:1
H -1.3000 0.4452 2.0829 0.374
N -1.8084 0.0759 1.2982 -0.678
C -1.3367 0.0051 0.1005 0.441
N -1.8884 -1.0771 -0.7922 -0.932
C -0.2739 0.8721 -0.5013 -0.128
N 0.7189 1.5139 0.2658 -0.590
C 1.1547 0.6044 -0.6376 -0.117
C 1.7083 -0.7175 -0.0302 0.250
N 2.4329 -1.5005 0.5136 -0.314
H -2.1884 -2.0234 -0.1828 0.428
H -2.2488 -1.0515 -1.9074 0.422
H -0.6833 1.5282 -1.3156 0.208
H 1.0497 2.5793 0.2909 0.406
H 1.6714 0.8518 -1.5549 0.228
```

Its net charge is 0. For the energy above the lowest of the compared OMol25 structures with the same formula, charge and spin, the calculation gives 4.444 eV. The calculation puts the highest occupied orbital energy at -9.48 eV.

***

5.
DFT (ωB97M-V/def2-TZVPD) results for a 3-piece molecular cluster, C3H12N2 overall.

```
17
Properties=species:S:1:pos:R:3:nbo_charge:R:1
C 0.7466 0.2908 -1.2618 -0.214
C -0.1007 1.1554 -2.1876 -0.619
N 0.5046 0.5884 0.1552 -0.814
H 0.7549 1.5359 0.4129 0.391
H 0.9962 -0.2162 0.9133 0.360
H 0.5119 -0.7657 -1.4059 0.205
H 1.8109 0.4170 -1.4812 0.191
H -1.1621 1.0305 -1.9666 0.219
H 0.0668 0.8812 -3.2306 0.219
H 0.1478 2.2130 -2.0727 0.204
C -0.5456 -1.2356 2.2256 -0.169
N -1.4348 -0.7319 1.3560 -0.928
H -1.7729 -1.4673 0.7377 0.325
H -0.5252 0.2881 0.5053 0.451
H -0.5100 -2.3060 2.4400 0.175
H 0.8801 -1.0398 1.7418 -0.163
H -0.3686 -0.6379 3.1186 0.168
```

Its net charge is 0. For the energy above the lowest of the compared OMol25 structures with the same formula, charge and spin, the calculation gives 3.136 eV. The calculation puts the highest occupied orbital energy at -7.20 eV.

***

6.
DFT (ωB97M-V/def2-TZVPD) results for C43H30CoF9N4P as an isolated structure.

```
88
Properties=species:S:1:pos:R:3:mulliken_spin:R:1
Co -2.5301 0.2651 -0.5948 1.140
C -1.8276 -1.3600 -1.7382 -0.034
C -1.0698 -1.0056 -2.8931 0.024
C -1.9397 -0.8632 -3.9624 -0.031
C -3.2558 -1.1158 -3.5113 0.038
C -3.2095 -1.4227 -2.1534 -0.024
H -1.4161 -1.9477 -0.9279 -0.020
H 0.0076 -0.9291 -2.9280 0.007
H -1.6634 -0.5867 -4.9699 -0.002
H -4.1511 -1.0804 -4.1156 0.000
H -4.0281 -1.8313 -1.5781 -0.014
C -3.3246 -4.9391 1.1976 -0.004
C -4.3720 -4.0879 0.8759 0.003
C -4.1702 -2.7161 0.8299 -0.005
C -2.9190 -2.1767 1.1041 -0.010
C -1.8673 -3.0371 1.4146 0.000
C -2.0704 -4.4059 1.4670 0.001
N -2.7177 -0.7819 1.0135 0.016
C -2.2966 -0.1234 2.1105 0.021
C -2.2345 -0.6231 3.4385 -0.002
C -1.8261 0.1949 4.4618 0.000
C -1.4278 1.5317 4.2551 -0.001
C -1.4805 2.0501 2.9849 0.000
C -1.9159 1.2290 1.9410 -0.012
N -2.0672 1.6319 0.6246 -0.050
N -1.7530 2.7972 0.2509 -0.011
C -2.0556 2.9561 -1.1110 0.006
C -1.9139 4.2114 -1.6746 0.006
C -2.2483 4.3709 -3.0069 -0.005
C -2.7232 3.2740 -3.7100 0.005
C -2.8385 2.0521 -3.0675 0.002
N -2.4872 1.8744 -1.7929 -0.024
H -3.4822 -6.0081 1.2357 0.000
H -5.3526 -4.4904 0.6576 0.000
H -4.9856 -2.0464 0.5823 -0.002
H -0.8877 -2.6177 1.6214 0.000
H -1.2440 -5.0601 1.7144 0.000
H -2.5311 -1.6417 3.6425 0.000
H -1.8115 -0.2051 5.4684 0.000
H -1.1001 2.1397 5.0859 0.000
H -1.1999 3.0719 2.7696 0.000
H -1.5515 5.0209 -1.0592 0.000
H -2.1484 5.3367 -3.4830 0.000
H -3.0095 3.3502 -4.7486 0.000
H -3.2087 1.1737 -3.5725 -0.008
F 5.2732 0.6870 5.4408 0.000
C 4.4177 -0.3540 5.3920 0.000
F 3.6991 -0.3324 6.5260 0.000
F 5.1694 -1.4729 5.4173 0.000
C 3.5543 -0.2975 4.1613 0.000
C 4.1810 -0.2069 2.9196 -0.001
C 3.4162 -0.1618 1.7719 0.000
C 2.0214 -0.2028 1.8502 0.003
C 1.4121 -0.2982 3.0930 -0.001
C 2.1766 -0.3456 4.2544 0.000
P 0.9207 -0.1291 0.3869 -0.011
C 1.7960 -1.2315 -0.7894 -0.004
C 2.8608 -0.8418 -1.5982 -0.002
C 3.4850 -1.7531 -2.4344 0.001
C 3.0480 -3.0704 -2.4655 0.000
C 1.9827 -3.4726 -1.6744 0.002
C 1.3577 -2.5527 -0.8497 -0.001
C 3.7020 -4.0515 -3.3991 0.000
F 4.9961 -3.7499 -3.6175 0.000
F 3.6590 -5.3072 -2.9190 0.000
F 3.0967 -4.0709 -4.6040 0.000
C 1.3042 1.5212 -0.2996 0.001
C 1.0865 1.7538 -1.6560 0.001
C 1.2375 3.0225 -2.1909 0.000
C 1.5779 4.0803 -1.3624 0.000
C 1.7887 3.8672 -0.0062 0.000
C 1.6610 2.5936 0.5195 0.002
C 1.6834 5.4776 -1.9012 0.000
F 2.8817 6.0334 -1.6437 0.000
F 1.4941 5.5321 -3.2320 0.000
F 0.7551 6.2895 -1.3412 0.000
H 5.2612 -0.1735 2.8606 0.000
H 3.9024 -0.0957 0.8072 0.000
H 0.3318 -0.3326 3.1597 0.003
H 1.6972 -0.4184 5.2206 0.000
H 3.2057 0.1850 -1.5909 0.000
H 4.3139 -1.4410 -3.0548 0.000
H 1.6363 -4.4965 -1.7064 0.000
H 0.5094 -2.8688 -0.2534 -0.001
H 0.7921 0.9382 -2.3069 -0.001
H 1.0697 3.1876 -3.2460 0.000
H 2.0560 4.6953 0.6374 0.000
H 1.8346 2.4362 1.5759 0.000
```

Its net charge is 0. For the energy above the lowest of the compared OMol25 structures with the same formula, charge and spin, the calculation gives 0.000 eV. The calculation puts the highest occupied orbital energy (alpha / beta) at -7.43 / -7.44 eV. Its multiplicity is 2.